--- 1 ---
This record from the Open Molecules 2025 dataset describes a 3-piece molecular cluster, C3H12O2S2 overall. The level of theory is ωB97M-V with the def2-TZVPD basis set.

Summary:
lowest unoccupied orbital energy (spin up / spin down): 2.9 / 2.9 eV
total charge: -1
orbital gap (spin up / spin down): 3.05 / 5.38 eV
HOMO energy (spin up / spin down): -0.12 / -2.49 eV
spin multiplicity: 2

Each atom is followed by the atoms it is bonded to, with distances in Å.
Cartesian coordinates (Å):
1 C -0.463 0.085 -0.132  C2 1.527, C3 1.564, H6 1.102, H7 1.158
2 C -1.485 1.219 -0.104  C1 1.527, H8 1.210, H9 1.096, H10 1.134
3 C 0.320 -0.026 1.218  C1 1.564, S4 1.861, H11 1.040, H12 1.104
4 S 1.758 -1.208 1.201  C3 1.861, S5 2.131
5 S 3.304 -1.705 -0.179  S4 2.131, H13 1.374
6 H 0.241 0.291 -0.954  C1 1.102
7 H -0.831 -0.978 -0.405  C1 1.158
8 H -0.943 2.017 -0.834  C2 1.210
9 H -2.424 0.868 -0.548  C2 1.096
10 H -1.741 1.857 0.798  C2 1.134
11 H -0.127 -0.424 2.068  C3 1.040
12 H 0.830 0.884 1.579  C3 1.104
13 H 2.533 -1.767 -1.315  S5 1.374
14 H 2.167 1.408 0.139  O16 1.018
15 H 2.984 2.057 -1.358  O16 1.075
16 O 2.827 1.285 -0.627  H14 1.018, H15 1.075
17 H -3.687 -1.979 -0.338  O19 0.916
18 H -2.418 -2.259 0.141  O19 0.909
19 O -2.843 -1.623 -0.349  H17 0.916, H18 0.909

***

--- 2 ---
This record from the Open Molecules 2025 dataset describes a 3-piece molecular cluster, C3H12O2S2 overall. The level of theory is ωB97M-V with the def2-TZVPD basis set.

Summary:
lowest unoccupied orbital energy (spin up / spin down): 3.0 / 3.0 eV
total charge: -1
orbital gap (spin up / spin down): 2.64 / 7.47 eV
HOMO energy (spin up / spin down): 0.33 / -4.52 eV
spin multiplicity: 2

Each atom is followed by the atoms it is bonded to, with distances in Å.
Cartesian coordinates (Å):
1 C 0.034 0.166 -0.162  C2 1.540, C3 1.519, H6 1.105, H7 1.053
2 C 0.516 -0.893 -1.172  C1 1.540, H8 1.051, H9 1.105, H10 1.077
3 C 0.066 -0.335 1.272  C1 1.519, S4 1.815, H11 1.143, H12 1.129
4 S -0.265 0.929 2.531  C3 1.815, S5 2.089
5 S -2.049 1.788 1.862  S4 2.089, H13 1.360
6 H -1.022 0.407 -0.384  C1 1.105
7 H 0.571 1.069 -0.227  C1 1.053
8 H -0.096 -1.746 -1.136  C2 1.051
9 H 0.522 -0.484 -2.198  C2 1.105
10 H 1.515 -1.236 -0.957  C2 1.077
11 H 1.113 -0.733 1.502  C3 1.143
12 H -0.601 -1.239 1.386  C3 1.129
13 H -1.514 2.931 1.355  S5 1.360
14 H -2.831 -0.160 0.645  O16 0.995
15 H -3.689 -1.273 0.043  O16 0.871
16 O -2.912 -0.886 -0.030  H14 0.995, H15 0.871
17 H 4.258 0.885 -1.219  O19 0.983
18 H 2.739 0.645 -1.624  O19 1.036
19 O 3.646 0.164 -1.489  H17 0.983, H18 1.036

***

Quick ranking, most stable first: 2, 1.